Entry a
4
Properties=species:S:1:pos:R:3 method="wB97M-V/def2-TZVPD" multiplicity=1 lumo_ev=-1.0 homo_lumo_gap_ev=8.4
P -1.021 0.059 0.004
P 1.015 -0.053 0.008
H -1.137 -1.458 -0.191
H 1.214 1.342 -0.207

Entry b
4
Properties=species:S:1:pos:R:3 method="wB97M-V/def2-TZVPD" multiplicity=1 lumo_ev="-1.1 / -1.1" homo_lumo_gap_ev="7.9 / 7.9"
P 0.872 -0.261 0.264
P -1.085 0.026 0.211
H 0.659 -1.529 0.558
H -0.446 1.764 -1.032

In terms of stability, entry a leads; the second structure lies 2.492 eV higher.

Entry a
16
Properties=species:S:1:pos:R:3 method="wB97M-V/def2-TZVPD" multiplicity=1 lumo_ev=0.2 homo_lumo_gap_ev=9.1
O -1.644 -1.860 -0.755
C -0.366 -1.516 -0.106
C -0.249 -0.156 0.267
S -1.435 0.295 1.583
C 0.212 0.974 -0.627
O -0.295 2.230 -0.564
C 1.091 0.491 0.529
S 2.601 -0.582 0.574
H -2.417 -1.915 -0.016
H -0.311 -2.088 0.783
H 0.411 -1.848 -0.835
H -2.373 1.217 0.625
H 0.588 0.695 -1.642
H -0.550 2.494 -1.629
H 1.105 1.137 1.434
H 3.631 0.433 0.379

Entry b
16
Properties=species:S:1:pos:R:3 method="wB97M-V/def2-TZVPD" multiplicity=1 lumo_ev="-0.7 / -0.7" homo_lumo_gap_ev="7.6 / 7.5"
C 0.751 -0.546 0.123
C -0.109 0.409 0.500
C 2.684 0.910 -0.080
C -2.729 -0.631 -0.415
O 2.063 -0.394 0.027
O -1.857 -1.193 0.383
S 0.278 -2.219 -0.027
S -0.799 1.884 0.069
H 2.153 1.370 -0.806
H 3.659 0.651 -0.125
H 2.386 1.307 0.938
H -3.308 0.306 -0.055
H -3.610 -1.277 -0.343
H -2.466 -0.553 -1.460
H 1.506 -2.620 -0.010
H -0.603 2.596 1.280

In terms of stability, entry a leads; the second structure lies 2.855 eV higher.

Entry a
9
Properties=species:S:1:pos:R:3 method="wB97M-V/def2-TZVPD" multiplicity=1 lumo_ev=0.3 homo_lumo_gap_ev=11.7
N 0.503 0.736 -0.610
S -1.005 0.252 0.056
O -1.851 -0.353 -0.928
O -1.507 1.286 0.878
N -0.359 -0.944 1.058
F -0.295 -2.060 0.132
H 0.340 0.693 -1.661
H 0.973 -0.113 -0.510
H -1.185 -1.230 1.955

Entry b
9
Properties=species:S:1:pos:R:3 method="wB97M-V/def2-TZVPD" multiplicity=1 lumo_ev=-0.6 homo_lumo_gap_ev=9.7
N 1.763 0.889 -0.454
N 1.109 0.845 0.571
O 1.283 -1.549 -0.603
O -0.879 -0.814 0.168
F -3.756 0.102 -0.460
S 0.392 -1.295 0.555
H 2.250 -0.141 -0.682
H -2.903 0.257 -0.026
H 0.741 1.706 0.931

In terms of stability, entry b leads; the second structure lies 1.312 eV higher.

Entry a
8
Properties=species:S:1:pos:R:3 method="wB97M-V/def2-TZVPD" multiplicity=1 lumo_ev=1.1 homo_lumo_gap_ev=10.8
N -0.931 0.577 0.449
C -0.193 -0.370 -0.343
O 1.199 -0.249 -0.095
H -1.917 0.478 0.242
H -0.740 1.550 0.303
H -0.538 -1.373 -0.082
H -0.259 -0.276 -1.427
H 1.247 -0.091 0.855

Entry b
8
Properties=species:S:1:pos:R:3 method="wB97M-V/def2-TZVPD" multiplicity=1 lumo_ev=1.0 homo_lumo_gap_ev=10.6
C -1.317 -0.633 -1.074
N -2.289 0.077 -0.743
H -0.924 -1.369 -0.374
H -0.668 -0.614 -1.951
H -2.677 0.754 -1.391
O 2.294 0.563 1.667
H 2.865 1.327 1.679
H 2.717 -0.106 2.188

In terms of stability, entry a leads; the second structure lies 0.745 eV higher.

Entry a
96
Properties=species:S:1:pos:R:3 method="wB97M-V/def2-TZVPD" multiplicity=1 lumo_ev=0.4 homo_lumo_gap_ev=10.0
C 3.482 -3.068 -2.587
C 2.593 -2.532 -3.714
C 2.390 -3.554 -4.814
O 1.323 -2.141 -3.218
H 3.422 -2.423 -1.709
H 4.535 -3.035 -2.885
H 3.256 -4.103 -2.331
H 3.086 -1.653 -4.151
H 3.292 -3.623 -5.422
H 1.556 -3.291 -5.469
H 2.089 -4.534 -4.434
H 1.423 -1.451 -2.540
C -1.642 6.233 2.052
C -2.505 5.029 1.754
C -1.810 3.990 0.898
O -2.681 4.295 3.025
H -2.097 6.813 2.855
H -1.593 6.832 1.135
H -0.636 5.955 2.358
H -3.508 5.271 1.398
H -1.554 4.439 -0.074
H -2.483 3.179 0.629
H -0.840 3.711 1.305
H -3.420 4.702 3.492
C -1.247 2.271 5.600
C -0.008 3.045 5.183
C 0.747 2.309 4.056
O -0.392 4.346 4.752
H -1.944 2.205 4.765
H -1.674 2.683 6.514
H -0.983 1.234 5.841
H 0.741 3.144 5.972
H 0.200 2.382 3.111
H 0.919 1.268 4.324
H 1.707 2.805 3.897
H -1.069 4.188 4.067
C -0.112 0.603 0.066
C 1.305 0.879 -0.343
C 2.234 0.904 0.860
O 1.706 -0.056 -1.341
H -0.276 -0.417 0.422
H -0.731 0.678 -0.834
H -0.459 1.325 0.803
H 1.349 1.877 -0.809
H 2.234 -0.055 1.387
H 1.870 1.647 1.575
H 3.275 1.149 0.644
H 2.612 0.187 -1.610
C 3.370 1.657 -3.843
C 4.557 1.686 -2.901
C 4.572 3.022 -2.151
O 4.419 0.626 -1.939
H 2.435 1.876 -3.323
H 3.195 0.673 -4.283
H 3.534 2.398 -4.623
H 5.515 1.551 -3.412
H 4.823 3.854 -2.813
H 5.208 2.989 -1.266
H 3.569 3.277 -1.796
H 5.197 0.612 -1.375
C -2.213 -2.490 1.552
C -1.255 -2.273 2.710
C -1.115 -0.791 3.077
O -1.599 -3.048 3.862
H -1.830 -2.022 0.646
H -3.192 -2.021 1.697
H -2.396 -3.559 1.441
H -0.286 -2.666 2.367
H -0.914 -0.261 2.141
H -0.193 -0.627 3.644
H -1.967 -0.437 3.651
H -0.865 -2.926 4.472
C -0.303 -5.403 -1.550
C -0.653 -4.077 -0.860
C 0.497 -3.577 -0.010
O -1.075 -3.133 -1.825
H 0.642 -5.307 -2.092
H -1.063 -5.572 -2.316
H -0.252 -6.259 -0.878
H -1.506 -4.237 -0.194
H 0.168 -2.682 0.531
H 1.347 -3.223 -0.596
H 0.787 -4.323 0.730
H -0.297 -2.836 -2.331
C -4.489 -2.340 -2.632
C -4.196 -1.409 -1.465
C -3.353 -0.215 -1.819
O -5.455 -0.937 -0.958
H -5.220 -3.081 -2.286
H -3.592 -2.849 -2.983
H -5.047 -1.852 -3.436
H -3.788 -2.042 -0.667
H -2.369 -0.501 -2.190
H -3.175 0.402 -0.936
H -3.859 0.375 -2.585
H -6.001 -1.658 -0.641

Entry b
96
Properties=species:S:1:pos:R:3 method="wB97M-V/def2-TZVPD" multiplicity=1 lumo_ev=0.6 homo_lumo_gap_ev=9.8
C 2.487 -0.429 5.355
C 2.101 -0.353 6.839
C 2.391 0.972 7.531
O 0.700 -0.592 6.978
H 3.518 -0.106 5.188
H 1.803 0.054 4.661
H 2.501 -1.496 5.111
H 2.661 -1.153 7.339
H 1.760 1.732 7.073
H 3.441 1.219 7.356
H 2.266 0.874 8.606
H 0.508 -1.483 6.668
C 1.590 4.189 1.794
C 2.010 3.053 2.698
C 2.533 3.486 4.052
O 0.830 2.236 2.896
H 0.897 4.850 2.333
H 1.018 3.881 0.921
H 2.382 4.893 1.523
H 2.791 2.445 2.231
H 3.474 4.026 3.928
H 2.580 2.625 4.717
H 1.889 4.238 4.525
H 0.524 2.352 3.800
C -4.042 0.157 1.790
C -5.524 -0.144 1.847
C -6.155 0.581 3.020
O -6.098 0.238 0.589
H -3.457 -0.505 1.151
H -3.635 -0.001 2.791
H -3.868 1.179 1.456
H -5.731 -1.207 2.037
H -6.096 1.668 2.862
H -5.692 0.326 3.969
H -7.245 0.495 3.107
H -6.988 -0.132 0.560
C -2.105 -2.859 -3.078
C -1.020 -3.941 -2.916
C -1.567 -5.348 -2.924
O -0.098 -3.861 -3.982
H -1.728 -1.868 -2.820
H -2.918 -3.050 -2.372
H -2.445 -2.868 -4.112
H -0.476 -3.793 -1.973
H -1.985 -5.603 -3.896
H -2.296 -5.516 -2.127
H -0.767 -6.040 -2.650
H 0.400 -3.021 -4.015
C 0.662 -1.390 -0.607
C 0.721 -0.045 0.085
C -0.638 0.635 0.159
O 1.215 -0.230 1.408
H 1.623 -1.884 -0.745
H 0.156 -1.296 -1.567
H 0.068 -2.105 -0.027
H 1.433 0.617 -0.437
H -0.666 1.621 0.606
H -1.243 -0.132 0.653
H -1.079 0.700 -0.846
H 1.152 0.568 1.950
C -5.490 1.377 -2.567
C -4.279 1.914 -1.801
C -3.484 2.912 -2.626
O -4.721 2.564 -0.607
H -6.297 1.070 -1.911
H -5.197 0.511 -3.173
H -5.921 2.074 -3.292
H -3.615 1.084 -1.533
H -2.466 3.000 -2.233
H -3.876 3.925 -2.538
H -3.417 2.575 -3.659
H -5.219 1.943 -0.053
C 1.583 0.814 -3.795
C 1.387 -0.441 -4.627
C 2.267 -0.469 -5.866
O 1.540 -1.619 -3.835
H 1.216 0.661 -2.781
H 1.123 1.659 -4.303
H 2.662 0.959 -3.675
H 0.355 -0.437 -4.996
H 2.044 -1.398 -6.394
H 3.336 -0.414 -5.657
H 2.017 0.360 -6.532
H 2.479 -1.712 -3.588
C 5.981 -2.417 -1.522
C 4.716 -1.638 -1.875
C 4.644 -0.187 -1.361
O 4.432 -1.673 -3.280
H 6.438 -1.980 -0.623
H 6.732 -2.328 -2.303
H 5.784 -3.423 -1.155
H 3.845 -2.134 -1.443
H 3.588 0.071 -1.330
H 5.200 0.484 -2.020
H 5.075 -0.081 -0.366
H 5.017 -1.068 -3.750

In terms of stability, entry a leads; the second structure lies 0.355 eV higher.

Entry a
24
Properties=species:S:1:pos:R:3 method="wB97M-V/def2-TZVPD" multiplicity=1 lumo_ev=0.7 homo_lumo_gap_ev=9.2
C 1.159 1.119 2.154
C 1.340 0.538 0.767
C 0.377 0.489 -0.160
C -1.080 0.717 0.183
C 0.627 -0.145 -1.510
C 1.462 -1.460 -1.594
C 1.145 -2.140 -2.899
H 1.019 0.251 2.778
H 0.341 1.848 2.221
H 1.961 1.752 2.459
H 2.299 0.128 0.495
H -1.790 0.981 -0.605
H -1.186 1.459 0.998
H -1.633 -0.099 0.654
H -0.411 -0.314 -1.838
H 0.980 0.596 -2.249
H 2.525 -1.162 -1.413
H 1.082 -1.965 -0.706
H 1.548 -3.185 -2.936
H 1.853 -1.892 -3.706
H 0.091 -2.175 -3.057
O -3.844 0.925 2.407
H -4.816 0.927 2.484
H -3.615 1.032 3.343

Entry b
24
Properties=species:S:1:pos:R:3 method="wB97M-V/def2-TZVPD" multiplicity=1 lumo_ev=0.9 homo_lumo_gap_ev=10.4
C -1.341 0.478 -2.584
C -1.849 -0.568 -1.949
C -0.888 -1.603 -1.326
C 0.472 -0.981 -0.721
C 0.352 0.266 0.142
C -0.019 -0.236 1.591
C 1.171 -0.631 2.374
H -0.304 0.708 -2.737
H -1.931 1.376 -2.807
H -2.892 -0.735 -1.750
H -0.397 -2.358 -1.920
H -1.508 -1.987 -0.496
H 1.027 -0.854 -1.666
H 0.849 -1.866 -0.194
H 1.265 0.829 0.206
H -0.462 0.874 -0.253
H -0.565 0.650 1.977
H -0.798 -0.998 1.540
H 1.270 -0.413 3.444
H 1.282 -1.728 2.447
H 2.134 -0.326 1.936
O 1.403 2.708 1.441
H 0.681 2.956 2.023
H 1.865 1.977 1.833

In terms of stability, entry a leads; the second structure lies 0.313 eV higher.

Entry a
6
Properties=species:S:1:pos:R:3 method="wB97M-V/def2-TZVPD" multiplicity=1 lumo_ev=1.2 homo_lumo_gap_ev=11.1
C 0.178 1.618 0.570
C -0.431 0.583 0.009
Cl 0.124 -1.041 -0.307
H 1.152 1.447 1.013
H -0.246 2.476 0.945
H -1.489 0.574 -0.207

Entry b
6
Properties=species:S:1:pos:R:3 method="wB97M-V/def2-TZVPD" multiplicity=1 lumo_ev="-1.0 / -0.3" homo_lumo_gap_ev="9.0 / 9.7"
C 0.582 0.019 -0.223
C -0.460 -0.317 0.469
Cl -0.753 -1.997 0.940
H 0.491 2.391 -1.289
H 1.163 -0.596 -0.834
H -1.024 0.500 0.937

In terms of stability, entry a leads; the second structure lies 4.873 eV higher.

Entry a
10
Properties=species:S:1:pos:R:3 method="wB97M-V/def2-TZVPD" multiplicity=1 lumo_ev="-1.6 / -3.2" homo_lumo_gap_ev="7.9 / 4.8"
C -0.683 0.324 1.157
C 0.043 -0.807 0.873
C -0.782 0.575 -0.380
C -0.049 -0.748 -0.505
Br 0.173 -1.955 -1.821
Br 2.879 0.768 -1.005
H -0.714 1.187 1.902
H 0.685 -1.451 1.461
H -1.645 0.793 -0.924
H 0.093 1.313 -0.760

Entry b
10
Properties=species:S:1:pos:R:3 method="wB97M-V/def2-TZVPD" multiplicity=1 lumo_ev="-0.5 / -0.3" homo_lumo_gap_ev="8.5 / 7.9"
C 1.420 0.360 -0.315
C 0.204 0.086 0.070
C -0.758 0.586 -0.943
C -0.139 -0.841 1.182
Br -1.567 2.178 -0.605
Br -0.557 0.175 -2.746
H 1.860 0.696 -1.142
H -0.066 -0.206 2.122
H 0.603 -1.632 1.345
H -1.000 -1.401 1.031

In terms of stability, entry a leads; the second structure lies 0.458 eV higher.